Record 1
13
Properties=species:S:1:pos:R:3:nbo_charge:R:1 method="wB97M-V/def2-TZVPD" smiles=ClC[n+]1cc[nH]c1 molar_mass_g_mol=117.56 lumo_energy_ev=-3.36 charge=+1 energy_ev=-19740.2703 relative_energy_kj_mol=38.11
Cl -1.12218 -0.00500 -2.99239 0.077
N 1.25830 -0.42704 1.14669 -0.465
N 0.19723 0.30969 -0.53512 -0.285
C 1.18121 0.65230 0.27470 0.216
C 0.32570 -1.32588 0.90393 -0.020
C -0.47331 1.12897 -1.84488 -0.213
C -0.31072 -0.90642 -0.19278 -0.065
H 0.23925 -2.13038 1.60866 0.262
H 1.77663 -0.53738 2.09267 0.471
H 1.88322 1.48100 0.11045 0.268
H 0.17469 1.83076 -2.35949 0.252
H -1.24014 1.79388 -1.43278 0.243
H -1.24827 -1.18570 -0.60694 0.260



Record 2
116
Properties=species:S:1:pos:R:3:lowdin_charge:R:1 method="wB97M-V/def2-TZVPD" molar_mass_g_mol=732.84 lumo_energy_ev=0.22 energy_ev=-72370.8414 relative_energy_kj_mol=632.18
O -29.11446 11.23678 5.89787 -0.052
O -25.43046 11.19951 7.63362 -0.158
O -23.19717 11.47139 5.01567 -0.154
O -25.37725 15.47430 6.03768 -0.154
O -21.56789 18.17690 8.05036 -0.077
O -30.30800 9.01195 8.72020 -0.138
O -23.30708 9.19822 8.36387 -0.116
O -22.28337 15.49489 10.14688 -0.097
O -26.36142 16.35666 10.50096 -0.071
O -27.85674 7.38670 8.50894 -0.051
O -24.91075 9.65760 3.52289 -0.105
O -27.90377 14.11708 9.67337 -0.130
O -27.26091 13.39593 5.26706 -0.154
O -23.10163 13.09933 12.12748 -0.089
O -27.68062 12.06346 11.50063 -0.153
N -22.69776 11.36705 7.55438 0.143
N -27.67182 10.84323 4.18022 0.193
N -28.86032 9.83831 10.39498 0.103
N -25.65862 7.68368 7.89426 0.150
N -21.10326 14.45308 8.26945 0.100
N -27.50079 9.71855 6.16172 0.220
N -23.34688 16.69853 7.55197 0.189
N -26.57305 9.15570 9.09783 0.215
N -29.13740 11.19167 8.59085 0.157
N -21.38339 13.28046 9.90762 0.075
N -21.57525 16.45737 6.54005 0.126
N -24.90742 9.11510 5.72936 0.146
N -21.13695 10.15074 7.79862 0.094
N -25.24612 7.49347 4.21351 0.197
C -25.01411 8.74535 4.50553 -0.649
C -22.44933 10.12766 7.78270 -0.628
C -22.16184 17.17944 7.34151 -0.699
C -28.80484 14.44113 8.62443 -0.093
C -24.41520 11.03831 11.57011 -0.050
C -28.01676 10.81748 13.54428 -0.071
C -28.33731 12.14589 12.79228 -0.246
C -23.84909 12.58975 4.62692 -0.147
C -25.49969 16.17510 11.60274 -0.290
C -26.71834 8.08889 8.47995 -0.732
C -24.67655 13.35581 8.53557 -0.062
C -21.69856 14.45870 9.39989 -0.630
C -25.82975 12.39765 8.23853 -0.267
C -28.10828 10.59288 5.38761 -0.618
C -26.00921 16.71381 5.98197 -0.164
C -24.38262 12.50863 12.00655 -0.313
C -26.16925 15.22491 12.59206 -0.079
C -28.33734 14.26102 5.06390 -0.137
C -29.46485 10.02075 9.23350 -0.549
H -27.72818 12.93148 11.04986 0.044
H -23.87815 10.85533 10.63455 0.071
H -22.13647 13.12575 10.60260 0.043
H -28.49369 14.97851 5.86420 0.064
H -23.77727 11.42963 7.69143 0.083
H -28.73890 11.89669 9.15668 0.039
H -29.11171 8.94279 10.87489 0.158
H -23.15653 13.84867 12.73944 0.102
H -25.09555 8.51355 6.62561 0.091
H -24.77446 8.00840 8.15962 0.055
H -23.91861 16.13697 6.92109 0.071
H -29.39274 11.27015 7.53081 0.099
H -26.24386 12.05732 9.18741 0.098
H -24.46704 9.99938 5.81053 0.076
H -26.07234 17.13114 10.09780 0.057
H -23.79092 17.03788 8.37098 0.110
H -26.26271 10.73314 7.34745 0.074
H -24.94638 13.04774 11.17303 0.095
H -26.88230 16.86453 6.59648 0.069
H -29.67172 14.90593 9.07986 0.094
H -20.68924 13.31564 10.78652 0.185
H -26.60421 9.32252 5.92738 0.050
H -28.52505 9.96982 13.09496 0.055
H -22.63701 11.53822 6.48996 0.110
H -20.75637 9.51349 8.58515 0.149
H -29.39025 12.24479 12.58580 0.109
H -27.05451 15.76020 13.06369 0.105
H -24.57016 15.67714 11.22530 0.097
H -26.29527 16.76883 4.87362 0.110
H -26.03231 9.90411 8.74588 0.061
H -29.15399 13.62681 4.84249 0.073
H -28.40859 10.64408 10.89856 0.075
H -26.50596 12.90122 7.53155 0.106
H -27.42086 9.37602 9.64139 0.069
H -25.35213 7.11318 3.31468 0.102
H -26.51732 14.28539 12.08496 0.047
H -22.93243 11.04721 4.16285 0.139
H -29.13955 13.62106 8.02889 0.060
H -27.86641 9.54769 7.05605 0.072
H -21.55335 15.25503 7.58771 0.087
H -20.99072 9.38103 7.07054 0.132
H -25.43280 6.72479 4.87609 0.131
H -28.30395 15.14023 7.93206 0.072
H -25.25714 17.14712 12.02026 0.121
H -22.06197 16.02160 5.78570 0.144
H -23.93335 12.81539 9.13910 0.058
H -25.40397 14.94134 13.32377 0.074
H -28.22607 11.50724 3.55273 0.181
H -27.60016 14.90020 10.07241 0.019
H -25.06072 14.25443 9.05706 0.087
H -20.22302 15.01496 8.27476 0.145
H -26.02380 14.75600 6.01555 0.047
H -23.21602 13.03841 3.86010 0.098
H -28.01193 12.89383 13.56120 0.117
H -27.50188 12.49380 5.01257 0.014
H -25.36461 17.58506 6.19018 0.082
H -26.97855 10.66144 13.68663 0.054
H -23.91531 10.53963 12.35419 0.059
H -25.81517 6.83135 7.31977 0.159
H -24.79795 12.29388 4.15832 0.086
H -28.50189 10.81199 14.55036 0.089
H -25.41066 10.59962 11.54990 0.060
H -26.86724 10.35677 3.80237 0.087
H -28.11925 14.82831 4.18487 0.076
H -24.03301 13.29340 5.40075 0.058
H -24.24012 13.73465 7.62719 0.049
H -24.93507 12.67785 12.93241 0.103
H -20.60381 16.63758 6.30846 0.159



Record 3
8
Properties=species:S:1:pos:R:3:nbo_charge:R:1 method="wB97M-V/def2-TZVPD" smiles="O=C(O)C(=O)O" molar_mass_g_mol=90.03 lumo_energy_ev=0.03 energy_ev=-10295.4246 relative_energy_kj_mol=168.95
O -1.56045 0.62445 -0.55259 -0.475
O -0.66704 -1.46395 -0.75637 -0.667
O 0.29895 1.17609 1.00586 -0.630
O 1.76623 -0.32282 0.22661 -0.559
C -0.66302 -0.09675 -0.43468 0.686
C 0.65642 0.13901 0.29141 0.649
H 0.26252 -1.73022 -0.30658 0.492
H 1.07567 1.36645 1.77812 0.504



Record 4
23
Properties=species:S:1:pos:R:3:nbo_charge:R:1 method="wB97M-V/def2-TZVPD" molar_mass_g_mol=115.20 lumo_energy_ev=-2.94 charge=+1 energy_ev=-9438.5164 relative_energy_kj_mol=140.43
N 0.49412 0.83232 1.68834 -0.869
N -0.66936 0.40016 -0.78076 -0.730
C 0.74674 -0.56661 1.87321 -0.054
C 1.02135 1.57261 -2.15774 -0.665
C -1.43964 1.54646 -2.74763 -0.357
C -0.19641 -1.49636 1.86267 -0.229
C 0.07165 -2.95430 2.07227 -0.638
C -0.41681 1.22245 -1.98493 0.141
H -0.40854 -3.31874 2.98169 0.237
H -2.44922 1.23317 -2.51556 0.214
H -1.29597 2.15041 -3.63209 0.242
H 1.78944 -0.82658 2.01180 0.209
H -1.66884 0.26722 -0.62637 0.433
H -0.19185 1.18273 2.34919 0.400
H -0.24287 -0.52700 -0.86740 0.438
H 1.34120 1.37072 1.82332 0.400
H -1.24230 -1.20567 1.76577 0.189
H 1.15680 2.15498 -3.06441 0.259
H -0.31924 -3.55105 1.24523 0.223
H 1.14039 -3.14669 2.14540 0.223
H 1.64102 0.67676 -2.22147 0.234
H -0.24337 0.81678 0.09411 0.466
H 1.38171 2.16622 -1.31462 0.234